(1)
Density functional theory data (wB97M-V/def2-TZVPD) for a 5-piece molecular cluster, C11H23Cl8N2O6P3S2 overall.

Structure (XYZ):
```
55
Properties=species:S:1:pos:R:3:nbo_charge:R:1
C 3.5528 0.3866 0.6787 -0.7569
C 2.7159 1.3463 -0.1363 0.8015
O 3.2703 2.1974 -0.7854 -0.5495
O 1.3493 1.2452 -0.2122 -0.5074
C 0.7711 1.0050 1.0696 -0.0786
C -0.7342 1.3515 1.0903 -0.4833
P -0.8051 2.5822 2.5152 0.8624
S 0.0457 4.2650 2.0701 -0.5366
C -1.3323 1.9090 -0.2461 0.7278
O -0.8664 2.7500 -0.9608 -0.5047
N -2.5899 1.2893 -0.5170 -0.6773
C -2.9996 0.5287 0.6483 -0.5364
P -4.0864 -0.9896 0.4596 1.2981
N -4.0898 -1.6944 1.8740 -1.3175
P -4.0718 1.7022 1.6457 2.3188
O -3.7102 3.0925 1.3903 -1.0830
O -3.9670 1.2537 3.1818 -0.9801
O -5.6316 1.5396 1.2642 -0.9613
C -1.6423 0.0904 1.2235 -0.2984
S -0.9064 -1.0912 -0.0421 -0.0426
H 4.5506 0.8422 0.8160 0.2582
H 3.1634 0.1582 1.6727 0.2172
H 3.6987 -0.5582 0.1604 0.2506
H 1.2905 1.6484 1.7861 0.2028
H 0.9489 -0.0183 1.4101 0.1997
H -0.1118 1.9280 3.5626 -0.0287
H -2.1140 2.7645 2.9647 0.0014
H -3.2702 1.9190 -0.9177 0.4251
H -3.5871 -1.8936 -0.4925 -0.0291
H -5.4046 -0.6619 0.0850 -0.0352
H -5.0271 -1.7631 2.2506 0.3718
H -4.2710 1.9893 3.7325 0.5164
H -5.9614 0.7431 1.7043 0.5002
H -1.6168 -0.4934 2.1350 0.2837
H -1.7082 -1.0562 -1.1178 0.1454
C 0.0092 5.3091 -3.3795 -0.3901
Cl -0.3133 5.9782 -4.9880 -0.0428
Cl 1.0957 6.3396 -2.4459 -0.0200
H -0.9282 5.2190 -2.8445 0.2261
H 0.4679 4.3342 -3.4924 0.2274
C 1.1007 -4.7741 0.0942 -0.3953
Cl 0.8320 -4.0442 -1.4911 -0.0259
Cl 2.1520 -3.7700 1.1046 -0.0338
H 0.1438 -4.8867 0.5910 0.2255
H 1.5670 -5.7413 -0.0426 0.2298
C 6.6962 1.1423 -1.3555 -0.3882
Cl 8.1524 0.6990 -2.2537 -0.0238
Cl 6.4052 0.0460 0.0059 -0.0312
H 6.8145 2.1476 -0.9702 0.2285
H 5.8441 1.0976 -2.0232 0.2322
C 1.0626 -7.9333 -2.6262 -0.3946
Cl 1.9220 -8.2614 -1.1148 -0.0287
Cl -0.3470 -6.8961 -2.3755 -0.0204
H 1.7406 -7.4373 -3.3110 0.2255
H 0.7309 -8.8758 -3.0452 0.2249
```

Results
Kohn-Sham gap   8.53 eV
SMILES   CC(=O)OC[C@@]1([PH2]=S)C(=O)N[C@]([PH2]=N)(P(=O)(O)O)[C@H]1S.ClCCl.ClCCl.ClCCl.ClCCl
E_HOMO   -8.71 eV
Lowest unoccupied orbital energy   -0.18 eV

***

(2)
Density functional theory data (wB97M-V/def2-TZVPD) for C11H23ClGaNO2P2 as an isolated structure.

Structure (XYZ):
```
41
Properties=species:S:1:pos:R:3:nbo_charge:R:1
Ga -0.2976 0.0535 0.1323 1.0593
P 2.0009 -0.5555 0.1320 1.0015
C 2.1503 -0.7115 -1.6898 -0.8181
C 0.9284 -1.3373 -2.2910 0.2670
N -0.2615 -1.0299 -1.7255 -0.6127
C -1.4236 -1.3635 -2.3244 0.2467
C -1.4262 -2.2387 -3.4083 -0.2251
C -0.2094 -2.6657 -3.9380 -0.0817
C 0.9785 -2.1822 -3.3974 -0.2270
C -2.6910 -0.7462 -1.7679 -0.7578
P -2.2857 0.8324 -0.9116 0.9963
H 1.9567 -2.4736 -3.7809 0.2558
H -2.3809 -2.5656 -3.8186 0.2564
H -0.1836 -3.3590 -4.7764 0.2615
H -3.4095 -0.5453 -2.5782 0.2849
H -3.1589 -1.4267 -1.0359 0.2925
H 2.2600 0.3616 -2.0448 0.3507
H 3.0605 -1.2756 -1.9326 0.2716
H 1.2492 2.4505 -1.5005 0.5018
O 2.0292 2.0363 -2.0130 -0.9957
H 2.0140 2.3637 -2.9262 0.5010
H -0.1871 2.7686 0.1708 0.4861
O 0.1310 3.1956 -0.6597 -0.9408
H 0.3522 4.1177 -0.4434 0.5274
C -2.2346 2.0245 -2.2866 -0.9486
H -3.1334 1.9302 -2.9150 0.2742
H -2.1792 3.0454 -1.8831 0.2798
H -1.3570 1.8438 -2.9252 0.2677
C -3.6670 1.1896 0.1964 -0.9572
H -3.4858 2.1583 0.6795 0.2727
H -4.6150 1.2342 -0.3525 0.2825
H -3.7315 0.4084 0.9636 0.2891
C 2.2604 -2.2587 0.7174 -0.9362
H 3.2361 -2.6236 0.3674 0.2780
H 2.2319 -2.2643 1.8149 0.2806
H 1.4711 -2.9196 0.3339 0.2733
C 3.3690 0.5110 0.6600 -0.9491
H 3.2107 0.7685 1.7183 0.2733
H 4.3261 -0.0233 0.5674 0.2820
H 3.4012 1.4221 0.0417 0.2926
Cl -1.1496 -1.1080 1.7784 -0.4562
```

Results
Kohn-Sham gap   8.51 eV
Relative energy (zero: lowest compared OMol25 entry of this formula, charge and spin)   0.00 kJ/mol
E_HOMO   -16.03 eV
Net charge   +2
Lowest unoccupied orbital energy   -7.52 eV

***

(3)
Density functional theory data (wB97M-V/def2-TZVPD) for C11H23CoN2O5P2 as an isolated structure.

Structure (XYZ):
```
44
Properties=species:S:1:pos:R:3:nbo_charge:R:1
Co -0.0005 0.1159 0.3970 0.6888
P 1.9192 -0.8601 1.0156 1.0090
C 2.0940 -1.6024 -0.5476 -0.4609
C 0.9982 -1.7049 -1.4319 0.1454
N -0.1906 -1.2349 -0.8852 -0.5260
C -1.3704 -1.5026 -1.4628 0.2667
C -1.4217 -2.3198 -2.5932 -0.2299
C -0.2161 -2.6633 -3.2403 -0.1226
C 1.0089 -2.3269 -2.6921 -0.2117
C -2.6425 -0.8725 -0.8697 -0.7555
P -2.1144 0.6222 0.0925 0.9873
H 1.9755 -2.5918 -3.1072 0.2464
H -2.3760 -2.5163 -3.0927 0.2426
H -0.2345 -3.2345 -4.1542 0.2426
H -3.3738 -0.6166 -1.6538 0.2557
H -3.1419 -1.5853 -0.1933 0.2707
H 3.5402 1.9327 -2.6658 0.4534
H 3.0276 -1.9052 -0.9433 0.2237
H -0.4724 4.0030 -0.6506 0.4568
O 3.6522 2.8782 -2.7023 -0.9207
H 2.8376 3.1368 -3.1945 0.4683
H -0.1301 0.4990 2.4519 0.4043
O 0.2537 4.5302 -0.3478 -0.9364
H 0.4531 4.3528 0.5716 0.4830
C -2.3697 1.9522 -1.0673 -0.9627
H -3.3599 1.9248 -1.5443 0.2507
H -2.1498 2.8781 -0.5311 0.2475
H -1.5941 1.9200 -1.8304 0.2528
C -3.3726 0.7888 1.3587 -0.9679
H -3.1163 1.6710 1.9652 0.2633
H -4.3857 0.9357 0.9398 0.2561
H -3.3821 -0.0798 2.0433 0.2623
C 1.8680 -2.3296 2.1776 -0.8908
H 2.8894 -2.7157 2.2843 0.2495
H 1.4206 -1.9619 3.0962 0.2509
H 1.1885 -3.0534 1.7170 0.2480
C 3.2201 0.2866 1.5991 -0.9365
H 2.8500 0.6223 2.5983 0.2807
H 4.2173 -0.1762 1.7172 0.2517
H 3.2093 1.1716 0.9138 0.2735
O 0.0972 0.9373 4.6439 -0.1702
N -0.8487 0.3858 4.1431 0.4892
O -0.8493 -0.8290 3.8897 -0.3000
O 0.3927 1.1377 1.7858 -1.0296
```

Results
Kohn-Sham gap (spin up / spin down)   7.83 / 5.52 eV
Multiplicity   4
Relative energy (zero: lowest compared OMol25 entry of this formula, charge and spin)   340.06 kJ/mol
E_HOMO (spin up / spin down)   -11.25 / -11.25 eV
Net charge   +1
Lowest unoccupied orbital energy (spin up / spin down)   -3.42 / -5.73 eV

***

(4)
Density functional theory data (wB97M-V/def2-TZVPD) for C11H23CuNO11V2 as an isolated structure.

Structure (XYZ):
```
49
Properties=species:S:1:pos:R:3:nbo_charge:R:1
O -0.4428 -0.4172 -4.6457 -0.3622
V 0.3959 0.0339 -3.3822 1.6549
O 1.5295 4.0836 -1.2825 -0.3467
V 0.5341 3.5654 -2.4131 1.7009
Cu -3.3157 3.6159 -0.9822 0.9656
C -0.7481 1.3472 -1.2785 0.9925
O -1.1651 2.5543 -1.1676 -0.9033
O 0.5274 1.3254 -1.4558 -0.7992
O -1.2957 0.5990 -2.1402 -0.7335
C 1.7100 2.1665 -4.4756 1.0036
O 2.2238 3.1333 -3.8450 -0.6749
O 2.0946 0.9339 -4.3693 -0.7155
O 0.4869 2.1927 -4.2014 -0.7939
C 6.4065 -1.6718 2.3982 -0.2557
O 5.1407 -2.2745 2.6596 -0.5242
C 4.1391 -1.2633 2.6263 -0.0857
C 3.4969 -1.2406 1.2300 -0.2449
N 2.5983 -0.1056 0.9582 -0.6337
C 1.4214 -0.1298 1.8341 -0.2570
C 0.5088 -1.3406 1.7612 -0.0795
O -0.6194 -1.3221 2.5835 -0.5215
C -1.6149 -0.3917 2.2437 -0.2558
H 7.1215 -2.4444 2.1319 0.2028
H 6.7191 -0.9253 3.1321 0.1754
H 6.3393 -1.0281 1.5091 0.1554
H 4.4290 -0.2511 2.9183 0.1809
H 3.3874 -1.5345 3.3709 0.1835
H 3.0241 -2.1971 0.9957 0.1693
H 4.2578 -1.0318 0.4723 0.2011
H 2.3751 0.0934 -0.0013 0.3653
H 0.7189 0.6515 1.5080 0.1749
H 1.7023 0.2027 2.8336 0.2046
H 1.0593 -2.2405 2.0570 0.1933
H 0.3428 -1.5947 0.7020 0.1393
H -2.6054 -0.8210 2.4287 0.1903
H -1.6576 -0.2822 1.1521 0.1447
H -1.5422 0.5094 2.8542 0.1848
C -5.8476 0.1283 0.1292 -0.6174
C -4.5873 -0.1446 -0.6742 0.0916
C -4.8509 -0.9721 -1.9236 -0.6556
O -4.0503 1.1526 -1.0344 -0.8184
H -5.6021 0.6073 1.0749 0.2116
H -6.3393 -0.8401 0.2294 0.2288
H -6.5655 0.7531 -0.4080 0.2104
H -3.9765 -0.5357 0.1425 0.1796
H -3.9144 -1.3571 -2.3372 0.2182
H -5.3870 -0.4018 -2.6809 0.2272
H -5.3954 -1.9147 -1.8344 0.2385
H -3.1675 1.0244 -1.4038 0.4896
```

Results
Kohn-Sham gap (spin up / spin down)   4.78 / 4.85 eV
Multiplicity   3
E_HOMO (spin up / spin down)   -10.81 / -10.81 eV
Net charge   +1
Lowest unoccupied orbital energy (spin up / spin down)   -6.03 / -5.96 eV

***

(5)
Density functional theory data (wB97M-V/def2-TZVPD) for C11H23N2O4P2Pb as an isolated structure.

Structure (XYZ):
```
43
Properties=species:S:1:pos:R:3:nbo_charge:R:1
Pb -0.1142 0.7969 1.9808 0.9156
P 2.2576 -0.4887 1.2033 0.9396
C 2.2673 -0.4752 -0.5683 -1.0053
C 1.0619 -0.9459 -1.2130 0.2445
N -0.1362 -0.4675 -0.7465 -0.5931
C -1.2712 -1.0604 -1.1551 0.2343
C -1.2814 -2.0947 -2.1125 -0.3034
C -0.0735 -2.5002 -2.6753 -0.1252
C 1.1027 -1.8992 -2.2638 -0.2801
C -2.5903 -0.6168 -0.5433 -0.7412
P -2.4486 1.0494 0.2489 0.8333
H 2.0703 -2.1865 -2.6374 0.2270
H -2.2427 -2.5195 -2.3877 0.2259
H -0.0555 -3.2901 -3.4224 0.2306
H -3.3737 -0.5804 -1.3222 0.2464
H -2.9057 -1.3317 0.2408 0.2636
H 2.2883 1.2893 -1.2024 0.5120
H 3.2070 -0.6799 -1.0925 0.2456
H 1.0544 2.7860 -0.7868 0.5395
O 2.2401 2.2276 -1.4448 -0.9683
H 3.1304 2.5785 -1.2774 0.5017
H -0.0275 2.5296 0.4807 0.5049
O 0.1537 3.1096 -0.3713 -0.8193
H 0.3207 4.0265 -0.0731 0.5398
C -2.6099 2.0909 -1.2427 -0.9412
H -3.5157 1.7961 -1.7945 0.2449
H -2.7089 3.1445 -0.9414 0.2362
H -1.7389 1.9739 -1.9062 0.2530
C -4.0840 1.2028 1.0310 -0.9441
H -4.1423 2.2060 1.4807 0.2439
H -4.8996 1.0723 0.3010 0.2444
H -4.1670 0.4481 1.8303 0.2574
C 2.0340 -2.2746 1.5693 -0.9528
H 3.0140 -2.7615 1.5073 0.2418
H 1.6152 -2.3916 2.5746 0.2356
H 1.3580 -2.7249 0.8348 0.2498
C 3.9870 -0.1898 1.6987 -0.9281
H 3.9916 0.0294 2.7749 0.2501
H 4.5939 -1.0860 1.5105 0.2547
H 4.4095 0.6684 1.1615 0.2432
O 0.2892 -0.3331 4.0158 -0.4744
N -0.6942 -1.1279 3.9106 0.4269
O -1.3660 -0.9996 2.8254 -0.5096
```

Results
Kohn-Sham gap   5.73 eV
Relative energy (zero: lowest compared OMol25 entry of this formula, charge and spin)   262.66 kJ/mol
E_HOMO   -9.65 eV
Net charge   +1
Lowest unoccupied orbital energy   -3.91 eV

***

| no. | largest force on an atom (eV Å⁻¹) |
| --- | --- |
| 1 | 2.13 |
| 2 | 1.88 |
| 3 | 4.73 |
| 4 | 8.32 |
| 5 | 2.43 |